No. 1
C7H12N2O2 | ωB97M-V/def2-TZVPD

```
23
C7H12N2O2, DFT ωB97M-V/def2-TZVPD
C -1.979 0.057 -1.519
C 0.192 -1.497 -1.519
C -1.194 -1.046 -1.821
C -1.686 1.356 -0.989
C -0.174 1.370 2.523
C 3.142 -0.614 0.247
C -0.847 0.760 1.349
N 1.077 -0.825 -0.785
N -1.232 1.645 0.175
O -1.745 -1.881 -2.781
O 2.334 -1.424 -0.462
H -2.881 0.043 -2.168
H 0.565 -2.506 -1.807
H -0.726 2.264 2.825
H -0.008 0.604 3.223
H 0.811 1.690 2.146
H 2.881 0.441 0.008
H 4.123 -0.759 0.122
H 2.947 -0.695 1.274
H -0.133 0.044 1.059
H -1.779 0.257 1.459
H -0.946 2.615 0.376
H -2.744 -1.899 -2.935
```

Properties
HOMO-LUMO gap (spin up / spin down)   7.27 / 7.27 eV
E_HOMO (spin up / spin down)   -7.07 / -7.07 eV
DFT total energy   -533.68660 a.u.



No. 2
C7H12N2O2 | ωB97M-V/def2-TZVPD

```
23
C7H12N2O2, DFT ωB97M-V/def2-TZVPD
C 1.301 -0.362 -1.107
C -0.161 -0.499 -1.272
C -0.418 0.567 0.841
C 2.166 -0.804 -2.184
C -0.112 1.982 0.748
C -0.594 -0.078 2.201
C -2.254 -0.819 0.005
N -0.902 -0.245 -0.132
N 1.764 -0.181 0.092
O 2.767 0.120 0.701
O -0.655 -1.103 -2.220
H 1.529 -1.202 -2.998
H 2.915 -1.509 -2.040
H 2.457 0.143 -2.594
H 0.931 2.289 0.465
H -0.226 2.414 1.745
H -0.752 2.522 0.028
H -1.596 -0.243 2.393
H -0.245 0.555 3.016
H -0.186 -1.061 2.231
H -2.355 -1.438 -0.880
H -2.426 -1.044 1.069
H -2.949 -0.004 -0.106
```

Properties
HOMO-LUMO gap (spin up / spin down)   8.81 / 7.10 eV
E_HOMO (spin up / spin down)   -8.55 / -7.28 eV
DFT total energy   -533.74872 a.u.



No. 3
C7H12N2O4 | ωB97M-V/def2-TZVPD

```
25
C7H12N2O4, DFT ωB97M-V/def2-TZVPD
C -3.855 0.190 -1.451
C -3.116 0.396 -0.385
N -2.432 0.789 0.629
O -2.018 0.053 1.558
O -1.833 2.003 0.360
H -3.382 -0.185 -2.323
H -4.956 0.312 -1.383
H -0.785 1.833 0.429
C -1.439 -2.662 -0.032
C -0.268 -1.852 0.375
N 0.094 -0.801 -0.187
C 1.040 0.169 0.115
O 0.828 1.104 0.846
O 2.185 -0.061 -0.476
C 3.155 1.084 -0.527
C 3.768 1.409 0.851
H -1.955 -2.890 0.839
H -1.037 -3.538 -0.531
H -2.077 -2.103 -0.821
H 0.105 -2.205 1.275
H 3.874 0.678 -1.387
H 2.488 1.811 -1.025
H 4.768 1.846 0.612
H 3.098 2.207 1.285
H 3.750 0.410 1.353
```

Properties
HOMO-LUMO gap   9.30 eV
E_HOMO   -8.47 eV
Structure (SMILES)   C=C=[N+]([O-])O.C/C=N/C(=O)OCC
DFT total energy   -684.16741 a.u.



No. 4
C7H12N2O6 | ωB97M-V/def2-TZVPD

```
27
C7H12N2O6, DFT ωB97M-V/def2-TZVPD
N -0.318 1.394 -4.266
C 0.334 1.442 -3.382
N 0.830 1.448 -2.185
C -0.301 0.707 -1.103
O -1.629 0.750 -1.609
O 0.237 -0.548 -1.040
C 0.183 -1.393 0.126
C 1.287 -2.486 0.208
O 0.826 -3.601 0.887
C 0.312 -0.514 1.410
O -0.090 -1.315 2.464
C -0.691 0.706 1.313
O -0.841 1.507 2.438
C -0.179 1.636 0.104
O -0.925 2.785 0.041
H 1.587 0.930 -1.864
H -1.742 0.438 -2.521
H -0.679 -1.945 0.197
H 2.254 -1.933 0.439
H 1.430 -2.982 -0.820
H 0.526 -3.493 1.737
H 1.303 -0.030 1.570
H -0.217 -0.817 3.269
H -1.802 0.441 0.955
H -1.104 2.398 2.162
H 0.837 1.852 0.229
H -1.430 2.621 -0.759
```

Properties
HOMO-LUMO gap   10.70 eV
E_HOMO   -10.19 eV
Structure (SMILES)   N#CN[C@@]1(O)O[C@@H](CO)[C@H](O)[C@@H](O)[C@@H]1O
DFT total energy   -834.77297 a.u.